Below is a 3-piece molecular cluster, C16H20BF17NO4 overall, with properties calculated with ωB97M-V/def2-TZVPD.

CARTESIAN COORDINATES (ANGSTROEM)
C (0.334, 2.490, -0.296)
C (1.764, 3.012, -0.181)
O (1.904, 4.217, -0.087)
N (2.885, 2.168, -0.146)
B (3.487, 1.876, 1.308)
C (2.508, 1.010, 2.301)
C (2.572, -0.530, 2.172)
F (2.913, 1.298, 3.663)
C (2.940, 1.074, -1.033)
C (1.865, -0.005, -1.105)
O (3.890, 0.941, -1.777)
H (0.173, 1.922, -1.217)
H (0.071, 1.837, 0.541)
H (-0.330, 3.361, -0.283)
H (4.552, 1.294, 1.178)
H (3.698, 2.951, 1.842)
H (1.454, 1.325, 2.282)
H (1.601, -0.944, 1.874)
H (2.892, -0.961, 3.124)
H (3.283, -0.813, 1.383)
H (2.321, -0.989, -0.974)
H (1.044, 0.114, -0.399)
H (1.451, 0.033, -2.123)
C (-1.296, -0.998, 6.500)
C (-0.631, -2.195, 5.804)
C (0.423, -1.897, 4.734)
F (-0.115, -1.219, 3.711)
F (0.904, -3.073, 4.271)
F (-1.572, -3.035, 5.323)
F (0.046, -2.856, 6.793)
O (-2.579, -0.604, 6.047)
C (-2.763, 0.332, 5.068)
C (-3.522, -0.250, 3.867)
F (-2.853, -1.286, 3.332)
F (-3.652, 0.712, 2.928)
F (-1.625, 0.925, 4.701)
F (-3.572, 1.292, 5.586)
H (-1.477, -1.346, 7.516)
H (-0.611, -0.151, 6.564)
H (1.247, -1.316, 5.158)
H (-4.512, -0.585, 4.184)
C (-1.545, -0.789, -7.118)
C (-0.892, -2.020, -6.472)
C (-1.564, -2.626, -5.233)
F (-1.574, -1.758, -4.208)
F (-0.864, -3.720, -4.858)
F (0.409, -1.789, -6.228)
F (-0.976, -3.007, -7.420)
O (-1.006, 0.481, -6.813)
C (-1.462, 1.242, -5.772)
C (-0.356, 1.533, -4.750)
F (0.137, 0.385, -4.249)
F (-0.886, 2.242, -3.732)
F (-2.550, 0.708, -5.193)
F (-1.832, 2.440, -6.285)
H (-1.339, -0.909, -8.181)
H (-2.628, -0.809, -6.995)
H (-2.589, -2.927, -5.465)
H (0.449, 2.103, -5.217)

Lowest unoccupied orbital energy ... 2.0 eV
Energy ... -2700.0364 hartree
HOMO energy ... -4.633 eV
Orbital gap ... 0.2437 Ha
Total charge ... -1

These are the Löwdin partial charges, in e, on atoms 1 to 2: -0.010 -0.479

***

Below is a 2-piece molecular cluster, C6H11N2OS overall, with properties calculated with ωB97M-V/def2-TZVPD.

CARTESIAN COORDINATES (ANGSTROEM)
C (2.802, 0.339, 1.092)
C (3.088, 1.120, 0.023)
C (0.923, 0.053, -0.072)
C (-2.373, 1.097, 1.016)
C (-1.422, -0.088, 0.862)
C (-0.477, -0.091, -0.285)
N (1.519, -0.087, 1.055)
N (-0.935, 0.160, -1.499)
O (0.082, -2.331, -1.401)
S (2.018, 0.957, -1.255)
H (3.518, -0.057, 1.884)
H (4.040, 1.642, 0.115)
H (-3.142, 1.177, 0.197)
H (-2.977, 0.929, 1.998)
H (-1.987, 2.079, 1.040)
H (-1.935, -1.058, 0.727)
H (-0.848, -0.197, 1.823)
H (-0.385, 0.080, -2.399)
H (-1.961, -0.061, -1.621)
H (-0.295, -3.153, -1.126)
H (0.747, -2.511, -2.171)

Lowest unoccupied orbital energy ... -5.0 eV
Energy ... -817.8745 hartree
HOMO energy ... -13.119 eV
Orbital gap ... 0.2991 Ha
Energy above the lowest of the compared OMol25 structures with the same formula, charge and spin ... 25.3 kcal/mol
Total charge ... +1

These are the Löwdin partial charges, in e, on atoms 1 to 2: -0.188 -0.408

***

Below is C39H58N3O2PSc as an isolated structure, with properties calculated with ωB97M-V/def2-TZVPD.

CARTESIAN COORDINATES (ANGSTROEM)
Sc (0.188, -0.085, -0.251)
C (1.812, 0.507, -2.942)
N (1.208, -0.730, -2.398)
C (2.295, -1.761, -2.349)
C (2.328, -2.619, -1.094)
C (2.943, -1.896, 0.094)
N (2.366, -0.560, 0.255)
C (3.082, 0.300, 0.878)
C (2.734, 1.665, 1.215)
C (3.596, 2.342, 2.091)
C (3.347, 3.640, 2.479)
C (2.229, 4.297, 1.968)
C (1.374, 3.666, 1.085)
C (1.607, 2.342, 0.699)
O (0.789, 1.748, -0.159)
C (0.143, -1.157, -3.337)
C (-0.561, -2.457, -2.973)
C (-1.551, -2.350, -1.820)
N (-0.928, -2.033, -0.539)
C (-1.044, -2.893, 0.406)
C (-0.509, -2.796, 1.747)
C (-0.518, -3.966, 2.522)
C (-0.025, -3.974, 3.808)
C (0.464, -2.785, 4.352)
C (0.463, -1.612, 3.626)
C (-0.015, -1.595, 2.310)
O (-0.024, -0.466, 1.630)
H (2.303, 0.299, -3.900)
H (2.543, 0.896, -2.237)
H (1.049, 1.265, -3.105)
H (3.249, -1.237, -2.436)
H (2.213, -2.387, -3.243)
H (2.928, -3.509, -1.297)
H (1.330, -2.981, -0.849)
H (4.028, -1.807, -0.045)
H (2.769, -2.465, 1.013)
H (4.079, -0.004, 1.221)
H (4.468, 1.822, 2.469)
H (4.012, 4.144, 3.165)
H (2.026, 5.319, 2.259)
H (0.517, 4.180, 0.674)
H (0.582, -1.249, -4.341)
H (-0.591, -0.346, -3.391)
H (0.159, -3.258, -2.797)
H (-1.133, -2.766, -3.852)
H (-2.134, -3.276, -1.734)
H (-2.251, -1.539, -2.048)
H (-1.585, -3.824, 0.197)
H (-0.917, -4.874, 2.089)
H (-0.029, -4.882, 4.391)
H (0.844, -2.778, 5.364)
H (0.822, -0.685, 4.051)
C (-6.210, 0.245, -3.240)
C (-6.198, -0.449, -1.869)
C (-4.795, -0.472, -1.246)
C (-4.072, 0.838, -1.568)
C (-3.803, 0.920, -3.085)
C (-4.842, 0.140, -3.898)
P (-2.531, 1.210, -0.615)
C (-2.041, 2.913, -1.174)
C (-3.131, 3.996, -1.371)
C (-2.732, 5.022, -2.435)
C (-1.266, 5.405, -2.289)
C (-0.358, 4.182, -2.525)
C (-1.131, 2.871, -2.401)
C (-3.066, 1.470, 1.139)
C (-4.286, 2.409, 1.353)
C (-5.501, 1.663, 1.895)
C (-5.208, 1.035, 3.258)
C (-3.770, 0.500, 3.328)
C (-3.249, 0.166, 1.934)
H (-6.465, 1.302, -3.126)
H (-6.985, -0.185, -3.874)
H (-6.563, -1.473, -1.962)
H (-6.884, 0.062, -1.189)
H (-4.228, -1.317, -1.641)
H (-4.880, -0.638, -0.173)
H (-4.773, 1.638, -1.303)
H (-2.798, 0.546, -3.312)
H (-3.808, 1.967, -3.393)
H (-4.554, -0.913, -3.967)
H (-4.864, 0.515, -4.922)
H (-1.397, 3.216, -0.338)
H (-3.283, 4.519, -0.425)
H (-4.096, 3.561, -1.637)
H (-3.375, 5.899, -2.348)
H (-2.907, 4.621, -3.437)
H (-1.106, 5.807, -1.286)
H (-1.009, 6.208, -2.980)
H (0.456, 4.170, -1.797)
H (0.112, 4.239, -3.509)
H (-0.423, 2.044, -2.302)
H (-1.717, 2.682, -3.302)
H (-2.177, 1.960, 1.569)
H (-4.561, 2.925, 0.435)
H (-4.010, 3.196, 2.059)
H (-5.794, 0.891, 1.179)
H (-6.354, 2.340, 1.963)
H (-5.918, 0.227, 3.447)
H (-5.370, 1.773, 4.045)
H (-3.719, -0.376, 3.976)
H (-3.107, 1.247, 3.774)
H (-3.956, -0.510, 1.446)
H (-2.303, -0.358, 1.989)

Lowest unoccupied orbital energy ... -2.5 eV
Energy ... -2937.7350 hartree
HOMO energy ... -10.720 eV
Orbital gap ... 0.3008 Ha
Energy above the lowest of the compared OMol25 structures with the same formula, charge and spin ... 0.0 kcal/mol
Total charge ... +1

These are the Löwdin partial charges, in e, on atoms 1 to 2: 0.930 -0.068

***

Which formula does entry 1 have? C16H20BF17NO4